(1)
ORCA calculation (ωB97M-V/def2-TZVPD) on a molecular structure, C3H3IrO4 in a non-equilibrium geometry.

```
11
C3H3IrO4 (ωB97M-V/def2-TZVPD)
O 0.0249 0.9234 -1.9214
C -0.2939 1.5221 -0.9250
O -0.3256 2.5388 -0.3321
C 0.7678 -1.9988 2.9034
O 0.3701 -1.4877 1.6344
C -0.1109 -0.2197 1.5566
O -0.4735 -0.0806 0.3293
Ir 0.1193 -1.6982 -0.8420
H 0.1748 -2.8958 3.1139
H 1.8314 -2.2580 2.8535
H 0.5959 -1.2357 3.6713
```

Its charge is +1. As for the calculated total energy: -14172.30146 eV. The value obtained for the HOMO energy (alpha / beta) is -13.1070 / -15.5461 eV. The spin multiplicity is 6. The LUMO energy (alpha / beta) comes out at -5.694 / -9.077 eV.



(2)
ORCA calculation (ωB97M-V/def2-TZVPD) on C4H7OP in the gas phase in a non-equilibrium geometry.

```
13
C4H7OP (ωB97M-V/def2-TZVPD)
C -1.4761 -1.8575 0.7710
C -1.0585 -0.6083 0.6320
C -0.8076 0.6593 0.4924
C 0.3237 1.2098 -0.3021
P 0.7626 -0.0981 -1.3706
O 0.7618 -1.4135 -0.6290
H -2.2511 -2.0960 0.0812
H -1.0510 -2.3621 1.6057
H -1.4709 1.2735 1.1423
H 0.0639 2.1165 -0.9174
H 1.2339 1.6204 0.2126
H 0.0052 -0.0040 -2.4670
H 1.9146 0.3797 -1.9470
```

As for the calculated total energy: -15594.95093 eV. The value obtained for the HOMO energy is -8.5531 eV. The LUMO energy comes out at 0.856 eV.